{
  "formula": "C5H12N2O",
  "method": "ωB97M-V with the def2-TZVPD basis set",
  "species": ["C", "C", "C", "N", "N", "C", "C", "O", "H", "H", "H", "H", "H", "H", "H", "H", "H", "H", "H", "H"],
  "coordinates": [[-0.29, 0.54, -0.47], [-1.37, -0.18, 0.38], [-0.23, 2.04, -0.18], [-2.71, 0.33, 0.25], [-1.40, -1.56, -0.04], [3.32, -1.57, -0.59], [3.80, -1.53, 0.51], [0.97, -0.06, -0.25], [-0.51, 0.36, -1.52], [-1.09, -0.06, 1.46], [-3.04, 0.16, -0.70], [-1.96, -2.12, 0.58], [-2.75, 1.32, 0.43], [-0.45, -1.94, -0.07], [2.87, -1.59, -1.54], [-1.13, 2.54, -0.55], [0.63, 2.47, -0.69], [-0.14, 2.22, 0.89], [1.25, 0.12, 0.65], [4.23, -1.50, 1.46]],
  "gap_ha": 0.367,
  "e_tot_ev": -10405.0453,
  "smiles": "C[C@@H](O)C(N)N.C#C",
  "max_force_ev_per_a": 0.66,
  "charge": 0
}

=====

{
  "formula": "C5H12N2O",
  "method": "ωB97M-V with the def2-TZVPD basis set",
  "species": ["C", "C", "C", "C", "C", "N", "O", "N", "H", "H", "H", "H", "H", "H", "H", "H", "H", "H", "H", "H"],
  "coordinates": [[-0.98, -0.82, 0.26], [-0.67, 0.05, 1.43], [0.31, 2.14, 0.30], [1.61, -1.43, -0.17], [0.45, -0.58, -0.62], [-2.14, -0.41, -0.52], [0.59, 0.88, 0.90], [0.33, -0.16, -1.83], [-1.03, -1.87, 0.53], [-2.25, 0.60, -0.58], [-2.14, -0.62, -1.52], [1.03, -0.57, -2.44], [-1.44, 0.77, 1.71], [-0.26, -0.50, 2.28], [0.71, 2.91, 0.96], [-0.74, 2.31, 0.08], [0.86, 2.21, -0.64], [1.91, -2.12, -0.96], [2.45, -0.77, 0.08], [1.40, -2.00, 0.74]],
  "gap_ha": 0.355,
  "e_tot_ev": -10404.8056,
  "smiles": "[H]/N=C(\\C)[C@H](N)COC",
  "max_force_ev_per_a": 3.52,
  "charge": 0
}

=====

{
  "formula": "C5H12N2O",
  "method": "ωB97M-V with the def2-TZVPD basis set",
  "species": ["C", "C", "O", "H", "H", "H", "H", "C", "C", "N", "N", "C", "H", "H", "H", "H", "H", "H", "H", "H"],
  "coordinates": [[-2.05, 0.81, 0.47], [-1.11, -0.29, -0.03], [-1.39, -1.06, -0.97], [-0.82, -0.86, 1.00], [-2.28, 1.48, -0.36], [-2.98, 0.34, 0.80], [-1.61, 1.38, 1.28], [1.28, -1.89, 0.41], [0.54, 0.45, -0.25], [0.64, 1.82, 0.17], [0.96, 0.16, -1.59], [0.81, -0.52, 0.77], [0.87, 0.99, -2.17], [0.33, -0.55, -1.98], [1.60, 2.13, 0.22], [0.13, 2.44, -0.44], [0.90, -0.16, 1.78], [0.56, -2.34, -0.29], [2.23, -1.81, -0.12], [1.39, -2.52, 1.29]],
  "gap_ha": 0.301,
  "e_tot_ev": -10404.3612,
  "max_force_ev_per_a": 1.37,
  "charge": 0
}